Formula: C52H100O17
Source: the OMol25 dataset
Level of theory: ωB97M-V/def2-TZVPD

CARTESIAN COORDINATES (ANGSTROEM)
C  2.6479  -4.2552  0.0417
C  2.3495  -5.5068  0.8816
C  3.1347  -6.5301  0.1133
O  4.2645  -5.8806  -0.3503
C  4.1394  -4.4663  -0.3078
H  2.4748  -3.3261  0.5847
H  2.0916  -4.2623  -0.8957
H  1.2745  -5.6668  0.9646
H  2.6536  -5.4360  1.9259
H  2.6909  -6.8914  -0.8144
H  3.4411  -7.3465  0.7673
H  4.4011  -4.0627  -1.2858
H  4.7653  -4.0940  0.5033
C  -2.3115  -0.5714  -4.1279
C  -1.8465  -0.7882  -5.5271
C  -2.3303  0.4080  -6.3067
O  -3.1646  1.0938  -5.3694
C  -2.8069  0.8778  -4.0778
H  -1.5159  -0.6466  -3.3867
H  -3.0876  -1.3040  -3.9062
H  -2.3541  -1.6700  -5.9180
H  -0.7649  -0.8490  -5.6473
H  -2.7799  0.1733  -7.2715
H  -1.5179  1.0940  -6.5467
H  -3.5434  1.0719  -3.2981
H  -1.9651  1.5204  -3.8200
C  3.4183  -2.8738  -4.4909
C  3.0275  -2.5496  -5.9305
C  1.5316  -2.3327  -5.8103
O  1.4067  -1.7022  -4.5755
C  2.3975  -2.1161  -3.6384
H  4.4344  -2.5474  -4.2695
H  3.3868  -3.9299  -4.2228
H  3.3203  -3.2860  -6.6789
H  3.4118  -1.5708  -6.2175
H  0.8991  -3.2186  -5.8683
H  1.1092  -1.7594  -6.6355
H  1.9932  -2.6980  -2.8101
H  2.8160  -1.1989  -3.2240
C  0.7636  3.4466  -4.0204
C  1.6267  2.2858  -3.7097
C  1.4341  1.3701  -4.9415
O  1.0635  2.2849  -6.0034
C  0.9657  3.5860  -5.5117
H  0.9761  4.3532  -3.4539
H  -0.2451  3.0757  -3.8387
H  1.3927  1.7280  -2.8029
H  2.6605  2.6293  -3.6725
H  0.6779  0.6268  -4.6888
H  2.3928  0.8589  -5.0287
H  0.1001  4.0680  -5.9661
H  1.9039  4.0810  -5.7621
C  0.2764  5.3497  -0.7900
C  -0.1305  4.0430  -0.2229
C  -1.5672  3.9044  -0.6803
O  -1.6247  4.6700  -1.8684
C  -0.8384  5.8302  -1.7070
H  1.2198  5.1727  -1.3067
H  0.4831  6.1155  -0.0425
H  -0.0314  3.9597  0.8593
H  0.4831  3.2073  -0.5595
H  -2.3125  4.3115  0.0029
H  -1.8041  2.8747  -0.9482
H  -1.3387  6.6702  -1.2251
H  -0.5767  6.0981  -2.7307
C  -2.0868  3.3661  4.2813
C  -2.7505  2.0216  4.1677
C  -1.6092  1.0819  4.5113
O  -0.4197  1.8983  4.5924
C  -0.6135  3.1270  3.8334
H  -2.0720  3.7610  5.2972
H  -2.5360  4.1633  3.6892
H  -3.1403  1.7811  3.1786
H  -3.5234  1.9124  4.9286
H  -1.5657  0.3457  3.7088
H  -1.8340  0.6155  5.4705
H  -0.5234  2.9967  2.7550
H  0.0660  3.9088  4.1728
C  -6.1926  2.4385  1.2403
C  -5.1187  3.2472  0.7390
C  -5.2842  3.1842  -0.7721
O  -6.2173  2.2080  -1.0812
C  -6.4017  1.4013  0.0979
H  -7.1426  2.9511  1.3910
H  -5.8909  1.9415  2.1623
H  -4.1377  2.8872  1.0490
H  -5.2560  4.3002  0.9851
H  -4.3851  3.0063  -1.3620
H  -5.7089  4.1036  -1.1751
H  -5.7062  0.5637  0.1508
H  -7.3921  0.9518  0.1703
C  -0.7926  -2.7629  5.2057
C  0.2669  -3.7929  4.7422
C  1.6056  -3.1860  4.9929
O  1.3320  -2.4685  6.2092
C  0.0748  -1.8465  6.1009
H  -1.6434  -3.1562  5.7621
H  -1.1992  -2.2640  4.3260
H  0.1036  -4.1856  3.7386
H  0.1644  -4.7563  5.2416
H  1.8791  -2.6126  4.1072
H  2.4027  -3.9153  5.1377
H  0.1553  -0.8256  5.7276
H  -0.4266  -1.7496  7.0638
C  4.5329  1.5066  3.3346
C  3.5929  2.6610  3.0379
C  3.6663  3.6058  4.2727
O  4.4674  2.9614  5.2192
C  4.5236  1.6030  4.8370
H  5.5219  1.7496  2.9462
H  4.1881  0.5192  3.0277
H  2.5686  2.3313  2.8642
H  3.8965  3.1309  2.1025
H  2.6500  3.7353  4.6448
H  4.0941  4.5883  4.0737
H  3.6474  1.0784  5.2179
H  5.4372  1.2122  5.2851
C  -1.1986  -4.9350  -1.5074
C  -0.9111  -3.6457  -2.2665
C  -0.7864  -4.1095  -3.7469
O  -1.2028  -5.4538  -3.7566
C  -0.9285  -6.0587  -2.4842
H  -2.2553  -4.9901  -1.2457
H  -0.6311  -5.0511  -0.5841
H  -0.0396  -3.1036  -1.8994
H  -1.6763  -2.8734  -2.1876
H  0.2657  -4.1101  -4.0318
H  -1.4004  -3.5334  -4.4391
H  0.1097  -6.3900  -2.4612
H  -1.5290  -6.9383  -2.2521
C  -5.5214  -0.3555  3.6396
C  -5.6421  -1.2165  4.8940
C  -4.2522  -1.8009  5.1266
O  -3.6920  -1.7711  3.8422
C  -4.3555  -0.9206  2.8726
H  -5.4123  0.7005  3.8865
H  -6.4100  -0.3946  3.0097
H  -6.3936  -1.9878  4.7255
H  -5.8866  -0.6101  5.7661
H  -4.2906  -2.8238  5.5011
H  -3.6666  -1.2330  5.8496
H  -4.6528  -1.4860  1.9894
H  -3.6119  -0.1857  2.5642
C  0.9141  -0.9508  2.0871
C  0.4303  0.1229  1.1297
C  0.4555  -0.4133  -0.2852
O  -0.8259  -0.0852  -0.8358
C  -1.6805  0.2793  0.2121
O  -2.8732  0.4913  0.0924
O  -0.9672  0.4127  1.3199
H  0.4245  -0.8549  3.0563
H  1.9929  -0.8303  2.1852
H  0.7251  -1.9952  1.8389
H  1.0155  1.0354  1.2439
H  0.7552  -1.4446  -0.4718
H  1.2645  0.0878  -0.8168
C  4.4119  3.4862  -1.1229
C  4.8087  2.0138  -1.3959
C  5.9903  1.5138  -0.6060
O  5.6728  0.2090  -0.2652
C  4.3579  0.0548  -0.2768
O  3.7219  -0.9153  0.1951
O  3.7697  1.1386  -0.9287
H  5.2327  4.1726  -1.3312
H  4.0969  3.6382  -0.0906
H  3.5279  3.7021  -1.7230
H  4.9565  1.8752  -2.4669
H  6.1616  2.1182  0.2848
H  6.9217  1.5875  -1.1674

Calculated values
Max |F| in eV/A: 4.54
Net charge: 0
HOMO in eV: -8.97
E_tot in eV: -90346.6748

=====

Formula: H20O10
Source: the OMol25 dataset
Level of theory: ωB97M-V/def2-TZVPD

CARTESIAN COORDINATES (ANGSTROEM)
O  -11.5083  4.0598  3.7041
H  -12.0349  3.7586  2.9637
H  -10.7230  3.5131  3.6782
O  -8.1170  4.6488  3.4935
H  -7.8258  5.3101  4.1213
H  -8.5319  5.1503  2.7917
O  -12.7968  3.0830  1.3598
H  -12.8839  4.0187  1.1780
H  -13.6207  2.7018  1.0562
O  -8.3293  6.2333  1.2772
H  -7.6315  6.8455  1.5106
H  -8.0251  5.8194  0.4695
O  -8.5490  7.1232  -1.9559
H  -9.2045  7.3962  -1.3140
H  -9.0530  6.6869  -2.6428
O  -11.1141  6.6285  4.8635
H  -12.0224  6.9291  4.8936
H  -11.1718  5.7193  4.5698
O  -11.1347  5.5084  0.8486
H  -11.5156  5.8946  1.6373
H  -10.3688  6.0512  0.6614
O  -10.3040  8.4592  2.4485
H  -9.6021  9.0613  2.6958
H  -10.4582  7.9347  3.2341
O  -10.5027  8.3373  -0.1083
H  -11.3904  8.6927  -0.0636
H  -10.1739  8.3995  0.7885
O  -12.0154  5.3900  -1.7725
H  -11.6311  4.6256  -2.2018
H  -11.8265  5.2632  -0.8427

Calculated values
Max |F| in eV/A: 1.12
Structure (SMILES): O.O.O.O.O.O.O.O.O.O
Net charge: 0
HOMO in eV: -10.93
E_tot in eV: -20800.5550

=====

Formula: C24H17IrN5O2
Source: the OMol25 dataset
Level of theory: ωB97M-V/def2-TZVPD

CARTESIAN COORDINATES (ANGSTROEM)
Ir  0.1112  0.7043  -1.0855
C  3.0466  -2.3722  -2.0595
C  1.9143  -1.5537  -2.1223
N  1.7213  -0.5529  -1.2814
C  2.6499  -0.2684  -0.3227
C  3.8096  -1.0411  -0.2048
C  3.9885  -2.1217  -1.0990
C  4.7564  -0.7052  0.7942
C  4.5329  0.3638  1.6195
C  3.3767  1.1462  1.4971
C  2.4124  0.8620  0.5389
N  1.2176  1.5326  0.2760
C  0.6173  2.6110  0.9366
C  1.1083  3.3671  1.9914
C  0.3705  4.4316  2.5289
C  -0.8570  4.7666  2.0247
C  -1.4066  4.0280  0.9484
C  -2.6619  4.3292  0.3707
C  -3.1235  3.5875  -0.6821
C  -2.3423  2.5270  -1.1526
N  -1.1743  2.2184  -0.6150
C  -0.6777  2.9560  0.4237
H  3.1555  -3.1818  -2.7660
H  1.1504  -1.7057  -2.8746
H  4.8780  -2.7337  -1.0194
H  5.6592  -1.2949  0.8871
H  5.2547  0.6272  2.3795
H  3.2877  1.9738  2.1732
H  2.0664  3.1790  2.4345
H  0.7957  4.9921  3.3492
H  -1.4152  5.5985  2.4343
H  -3.2421  5.1540  0.7652
H  -4.0729  3.7961  -1.1526
H  -2.6663  1.9123  -1.9832
O  -0.9907  -0.1921  -2.5912
N  -1.6025  -1.2965  -2.3362
N  -1.5715  -1.6183  -1.1134
O  -0.9591  -0.8693  -0.2062
C  -2.2638  -2.8166  -0.6707
C  -2.0763  -3.2033  0.6448
C  -2.7364  -4.3399  1.0898
C  -3.5540  -5.0506  0.2238
C  -3.7218  -4.6357  -1.0911
C  -3.0775  -3.5011  -1.5589
H  -1.4341  -2.6416  1.3060
H  -2.6107  -4.6689  2.1117
H  -4.0672  -5.9346  0.5773
H  -4.3634  -5.1917  -1.7601
H  -3.2123  -3.1727  -2.5776

Calculated values
Max |F| in eV/A: 2.61
Expectation value of S²: 0.90
Multiplicity: 2
Net charge: +2
HOMO (spin up / spin down) in eV: -14.20 / -14.18
E_tot in eV: -39531.0597

=====

- The highest net charge belongs to which entry?
  C24H17IrN5O2